# 1
Formula: C32H36N2O3PRuS5
Source: the OMol25 dataset
Level of theory: wB97M-V/def2-TZVPD

XYZ file:
```
80
Properties=species:S:1:pos:R:3
Ru -0.552 0.374 0.178
S -2.631 0.394 2.178
S -2.248 2.224 -0.727
S 6.167 -0.562 0.715
S -2.366 4.072 2.560
S 2.521 -0.112 3.852
P -1.164 -1.973 -0.426
O 6.491 -1.859 0.184
O 6.914 0.583 0.296
O 5.576 -0.516 2.028
N 0.840 0.561 2.018
N 0.870 0.297 -1.964
C 2.133 2.215 0.727
C -2.928 1.514 3.610
C 4.390 2.601 1.497
C 1.009 -0.219 3.049
C -1.079 3.766 1.287
C 1.706 -3.992 -2.531
C 1.963 1.318 1.785
C -5.328 -1.499 -2.298
C -2.847 -1.848 -1.097
C 1.353 -3.774 -3.854
C 0.936 -3.479 -1.504
C -3.976 0.801 1.007
C -0.227 -2.762 -1.788
C -1.615 3.834 -0.132
C -3.049 -0.816 -2.021
C 4.602 -0.332 -0.298
C 3.009 1.094 2.699
C 3.547 -1.065 0.181
C -4.276 -0.659 -2.632
C -1.228 -3.247 0.883
C -5.142 -2.497 -1.354
C 2.311 -0.862 -0.400
C 4.525 0.551 -1.338
C -3.906 -2.683 -0.758
C -0.587 -2.561 -3.123
C 4.225 1.751 2.574
C 2.168 0.056 -1.444
C 3.277 0.745 -1.920
C 3.356 2.833 0.587
C 0.199 -3.066 -4.143
C -3.814 2.089 0.227
C -2.019 2.722 3.741
H -5.967 -3.133 -1.079
H 0.894 1.038 -2.664
H -6.289 -1.370 -2.768
H -3.974 1.814 3.580
H 3.693 -1.743 1.005
H -2.183 3.172 4.721
H -3.837 2.958 0.884
H -1.879 -2.895 1.685
H -1.497 -2.035 -3.372
H -2.229 -0.134 -2.247
H 5.389 1.091 -1.684
H 1.244 -3.653 -0.484
H 0.247 -0.897 3.391
H -0.650 2.772 1.479
H 1.309 2.390 0.028
H 0.491 -0.551 -2.403
H -4.622 2.166 -0.502
H -4.901 0.833 1.583
H -0.229 -3.392 1.295
H 1.967 -4.164 -4.651
H 5.336 3.095 1.350
H 2.593 -4.559 -2.302
H -0.808 4.081 -0.824
H 1.440 -1.380 -0.006
H -0.970 2.445 3.649
H 3.516 3.515 -0.236
H -1.592 -4.190 0.469
H -0.311 4.528 1.432
H 3.179 1.452 -2.730
H -2.405 4.577 -0.242
H -2.776 0.875 4.481
H -4.421 0.116 -3.367
H 5.023 1.587 3.275
H -4.010 -0.061 0.339
H -0.091 -2.891 -5.167
H -3.783 -3.470 -0.029
```

For the largest force on an atom, the calculation gives 0.07101 Eh/bohr. For the LUMO energy (spin up / spin down), the calculation gives -5.18 / -9.02 eV. As for the spin multiplicity: 6. The calculation puts the relative energy (zero: lowest compared OMol25 entry of this formula, charge and spin) at 1.035 eV. The calculation puts the HOMO energy (spin up / spin down) at -13.86 / -13.86 eV. Its charge is +2. The value obtained for the HOMO-LUMO gap (spin up / spin down) is 8.67 / 4.84 eV.

# 2
Formula: C32H36N8NdO2S
Source: the OMol25 dataset
Level of theory: wB97M-V/def2-TZVPD

XYZ file:
```
80
Properties=species:S:1:pos:R:3
Nd 0.310 0.518 0.188
S 1.617 -1.643 1.905
O -0.750 -0.155 -2.393
O -1.828 0.960 -0.783
N 3.096 -4.702 -0.090
N 1.237 -1.926 -1.232
N -1.247 0.672 2.089
N -0.006 2.813 0.591
N 10.419 2.102 -1.693
N 2.804 -3.907 1.017
N -2.402 0.464 -4.375
N 1.924 -2.902 -0.526
C 7.226 1.767 -0.174
C 0.219 4.015 0.010
C -1.861 -0.321 2.944
C -2.931 2.106 5.475
C -2.160 -0.054 4.292
C -2.791 -1.057 5.034
C 7.842 1.688 -1.453
C 5.080 1.236 -1.196
C -3.086 -2.298 4.493
C -1.664 4.238 1.206
C 2.545 -4.039 -1.039
C 5.718 1.161 -2.482
C -2.090 -1.593 2.407
C -1.673 0.610 -1.993
C -1.179 2.947 1.330
C 9.275 1.919 -1.588
C 7.059 1.382 -2.603
C -0.772 4.930 0.368
C -4.381 -0.471 -3.362
C -1.743 1.872 2.059
C -4.117 0.905 -2.714
C 5.885 1.548 -0.044
C 2.105 -2.814 0.796
C -2.710 -2.561 3.185
C -1.697 -2.011 1.006
C 3.691 0.997 -1.061
C 2.549 -4.410 -2.479
C -2.645 1.187 -3.037
C -2.891 -2.164 0.062
C -1.754 1.219 5.041
C -3.630 -0.389 -4.688
C 2.473 0.753 -0.916
H 0.656 -2.361 -1.910
H -0.823 5.971 0.062
H 3.119 -5.328 -2.601
H 5.416 1.605 0.931
H 1.084 4.175 -0.612
H -2.553 4.631 1.698
H -1.591 -0.076 -4.165
H 1.534 -4.581 -2.852
H -3.475 2.517 4.614
H -1.152 -2.939 1.080
H -2.585 2.949 6.085
H -3.655 1.539 6.071
H -5.440 -0.662 -3.538
H 3.010 -3.625 -3.083
H -1.210 0.906 5.931
H -4.259 0.919 -1.638
H -3.472 -1.232 0.023
H -4.207 0.139 -5.436
H -3.309 -1.333 -5.097
H 7.539 1.325 -3.573
H -2.561 -2.421 -0.956
H -4.766 1.669 -3.159
H -2.177 1.096 -5.127
H -2.884 -3.551 2.760
H -2.403 2.238 -3.145
H -3.568 -3.067 5.096
H -3.991 -1.280 -2.737
H 3.146 -4.177 1.918
H 7.831 2.000 0.696
H -1.033 -1.332 0.562
H 5.123 0.930 -3.358
H -2.665 2.087 2.588
H 1.881 -1.313 -1.662
H -3.556 -2.959 0.410
H -1.051 1.806 4.465
H -3.018 -0.862 6.082
```

For the largest force on an atom, the calculation gives 0.05317 Eh/bohr. For the LUMO energy (spin up / spin down), the calculation gives -2.82 / -2.82 eV. As for the spin multiplicity: 4. The calculation puts the HOMO energy (spin up / spin down) at -9.92 / -9.92 eV. Its charge is +1. The value obtained for the HOMO-LUMO gap (spin up / spin down) is 7.10 / 7.11 eV.

# 3
Formula: C32H37Br3N2O5PSTi
Source: the OMol25 dataset
Level of theory: wB97M-V/def2-TZVPD

XYZ file:
```
82
Properties=species:S:1:pos:R:3
Br 2.135 -1.141 0.884
Br 0.761 -7.284 1.158
Br 1.258 -5.825 -6.552
Ti -0.734 -1.268 -1.757
S -2.931 -1.107 -3.254
P 1.448 0.061 -2.567
O -1.621 -0.253 -3.223
O -2.562 -2.044 -2.084
O -4.071 -0.300 -2.945
O -0.603 -0.345 -0.165
O -2.966 -1.848 -4.490
N -0.060 -2.723 -3.377
N -0.155 -3.186 -0.799
C -0.907 1.717 2.819
C 0.597 3.855 4.373
C -3.724 0.970 2.278
C 0.265 -3.318 -5.663
C -0.330 -3.368 0.511
C -1.314 1.086 1.646
C 2.091 2.044 5.181
C 2.049 3.650 0.252
C -0.078 -4.571 1.143
C 0.666 2.318 -1.194
C 0.552 -5.454 -0.994
C -2.746 1.393 1.169
C 2.986 1.762 -0.904
C 0.741 -4.899 -3.925
C 1.752 1.492 -1.487
C -0.384 0.234 1.016
C -2.882 2.904 0.922
C 1.199 0.859 -4.192
C -3.192 0.692 -0.114
C 0.341 -3.945 -3.004
C 0.680 2.353 4.680
C 0.262 -4.215 -1.547
C 0.816 3.395 -0.334
C 0.710 -4.564 -5.268
C 3.077 -0.729 -2.792
C -0.317 2.004 5.793
C 1.226 0.692 2.810
C 0.338 1.566 3.417
C 0.856 0.048 1.646
C -0.122 -2.428 -4.676
C 0.381 -5.620 0.368
C 3.133 2.834 -0.035
H -2.604 0.995 -0.979
H 2.847 2.301 4.435
H -2.226 3.216 0.107
H 2.296 2.630 6.078
H -0.516 -1.452 -4.920
H -0.032 4.027 -0.107
H -1.341 2.240 5.503
H 0.195 -3.044 -6.705
H -4.748 1.183 1.964
H -0.234 -4.674 2.206
H 4.095 3.028 0.422
H 1.065 -5.883 -3.622
H -0.308 2.104 -1.623
H 3.838 1.126 -1.106
H 1.215 0.103 -4.979
H 1.983 1.592 -4.384
H -0.272 0.940 6.032
H -4.225 0.970 -0.327
H 1.302 4.125 3.584
H 0.891 -6.278 -1.601
H 0.222 1.340 -4.207
H -0.402 4.143 4.043
H 2.960 -1.540 -3.513
H -0.085 2.570 6.698
H 0.839 4.438 5.265
H -3.162 -0.393 -0.035
H -3.908 3.135 0.630
H 2.205 0.990 5.439
H -3.544 1.494 3.218
H -2.639 3.500 1.803
H 2.162 4.484 0.934
H 3.819 -0.025 -3.172
H 3.425 -1.153 -1.851
H -1.615 2.384 3.293
H -3.646 -0.102 2.468
H -0.681 -2.512 1.071
H 2.209 0.504 3.215
```

For the largest force on an atom, the calculation gives 0.00804 Eh/bohr. For the LUMO energy (spin up / spin down), the calculation gives -0.98 / -1.09 eV. As for the spin multiplicity: 2. The calculation puts the relative energy (zero: lowest compared OMol25 entry of this formula, charge and spin) at 0.000 eV. The calculation puts the HOMO energy (spin up / spin down) at -7.67 / -8.27 eV. Its charge is 0. The value obtained for the HOMO-LUMO gap (spin up / spin down) is 6.69 / 7.18 eV.